{
  "formula": "C5H11NO2",
  "method": "ωB97M-V/def2-TZVPD",
  "smiles": "CC(C)[C@H](N)C(=O)O",
  "total_energy_ha": -402.36129,
  "gap_ev": 10.37,
  "relative_energy_ev": 0.4585,
  "species": ["C", "C", "C", "C", "N", "C", "O", "O", "H", "H", "H", "H", "H", "H", "H", "H", "H", "H", "H"],
  "positions_angstrom": [[-0.526505, -0.225934, 1.554360], [-0.686314, 0.269123, 0.110594], [-1.928566, -0.389736, -0.506385], [0.561117, 0.034700, -0.775748], [1.059430, -1.355249, -0.679322], [1.753680, 1.009380, -0.618731], [2.750562, 0.928464, -1.330966], [1.680981, 1.932550, 0.358226], [-1.372165, 0.109550, 2.165051], [-0.503122, -1.320076, 1.605958], [0.388509, 0.151137, 2.019282], [-0.892560, 1.346389, 0.142433], [-2.086589, -0.040345, -1.532383], [-2.824870, -0.134086, 0.069387], [-1.841052, -1.480884, -0.527551], [0.239816, 0.189223, -1.815192], [1.808083, -1.458958, -1.373026], [1.533157, -1.483371, 0.216249], [0.886407, 1.918124, 0.917763]],
  "forces_ev_per_a": [[0.05, 0.05, 0.04], [-0.03, -0.36, 0.09], [0.01, 0.08, -0.16], [0.19, -0.17, -0.20], [0.26, 0.34, -0.12], [0.87, -0.42, -0.76], [-1.98, 0.28, 1.48], [0.45, 0.47, 0.14], [0.13, -0.04, -0.11], [0.04, 0.18, -0.11], [0.00, -0.06, 0.10], [0.09, 0.01, -0.12], [0.01, -0.06, 0.11], [0.16, -0.03, -0.03], [0.12, 0.17, 0.01], [0.08, -0.10, 0.15], [-0.40, 0.02, 0.22], [-0.22, 0.03, -0.13], [0.18, -0.39, -0.60]]
}